Record 1
DFT (wB97M-V/def2-TZVPD) results for C21H22N8O3RhSe as an isolated structure.

Values from the calculation:
E_HOMO in eV: -4.935
LUMO level in eV: 2.0345
Electronic energy in eV: -108555.39398
Net charge: -1
Relative energy (zero: lowest compared OMol25 entry of this formula, charge and spin) in kcal per mole: 30.1
Largest force on an atom in eV Å⁻¹: 1.9

CARTESIAN COORDINATES (ANGSTROEM)
Rh -0.272 -0.054 -0.377
N -0.250 2.062 -0.401
C 1.171 2.452 -0.553
C 2.008 1.595 0.376
O 2.909 2.066 1.064
N 1.598 0.324 0.327
C 1.955 -0.583 1.381
C 0.682 -0.872 2.178
O 0.720 -1.487 3.227
O -0.426 -0.453 1.619
H -0.653 2.381 0.474
H -0.802 2.422 -1.173
H 1.461 2.219 -1.577
H 1.347 3.508 -0.359
H 2.313 -1.541 0.993
H 2.712 -0.168 2.045
N 0.081 0.224 -2.363
C 0.240 0.061 -3.499
C 0.450 -0.093 -4.857
C 1.776 -0.253 -5.329
N 2.858 -0.382 -5.712
C -0.634 -0.069 -5.768
N -1.500 -0.050 -6.529
C -8.625 0.073 0.934
C -7.172 -0.031 0.551
C -6.343 1.081 0.544
C -5.008 1.000 0.165
C -4.163 2.240 0.173
C -4.481 -0.239 -0.232
Se -2.708 -0.335 -0.952
C -5.291 -1.384 -0.204
C -4.806 -2.760 -0.581
C -6.621 -1.249 0.184
H -8.889 1.097 1.199
H -8.855 -0.569 1.787
H -9.270 -0.239 0.109
H -6.744 2.047 0.836
H -4.733 3.093 0.545
H -3.805 2.461 -0.835
H -3.281 2.100 0.803
H -3.746 -2.754 -0.817
H -5.349 -3.129 -1.454
H -4.981 -3.460 0.240
H -7.247 -2.138 0.189
N -1.265 -5.127 1.016
C -0.565 -4.297 0.180
C -0.649 -2.902 0.337
N 0.014 -2.105 -0.477
C 0.746 -2.640 -1.468
C 0.799 -4.008 -1.605
N 0.155 -4.843 -0.788
H -1.511 -4.769 1.923
H -0.995 -6.095 0.978
H -1.213 -2.440 1.136
H 1.289 -1.968 -2.113
H 1.396 -4.456 -2.389

Record 2
DFT (wB97M-V/def2-TZVPD) results for a 2-piece molecular cluster, C2H8N2O2 overall.

Values from the calculation:
E_HOMO (spin up / spin down) in eV: -16.098 / -15.570
Expectation value of S²: 0.77
Spin multiplicity: 2
LUMO level (spin up / spin down) in eV: -4.0615 / -9.2253
Electronic energy in eV: -9269.05277
Net charge: +1
Relative energy (zero: lowest compared OMol25 entry of this formula, charge and spin) in kcal per mole: 35.9
Largest force on an atom in eV Å⁻¹: 2.8

CARTESIAN COORDINATES (ANGSTROEM)
O 2.523 -0.280 0.192
C 1.435 -0.832 0.197
N 0.430 -0.144 -0.456
C 0.480 1.256 -0.740
N -0.463 2.004 0.143
H 1.244 -1.721 0.812
H -0.405 -0.584 -0.887
H 1.514 1.551 -0.509
H 0.379 1.451 -1.816
H -1.076 1.320 0.613
H -0.010 2.303 1.017
H -2.338 -1.630 1.050
H -1.639 -2.775 0.207
O -2.074 -1.919 0.176

Record 3
DFT (wB97M-V/def2-TZVPD) results for C7H7HfN2O6 as an isolated structure.

Values from the calculation:
E_HOMO in eV: -21.050
LUMO level in eV: -14.9151
Electronic energy in eV: -23910.32958
Net charge: +3
Relative energy (zero: lowest compared OMol25 entry of this formula, charge and spin) in kcal per mole: 0.0
Largest force on an atom in eV Å⁻¹: 9.7

CARTESIAN COORDINATES (ANGSTROEM)
O 3.808 -2.315 -1.432
C 2.721 -2.058 -1.192
Hf -0.393 -0.184 0.414
C 0.091 2.004 0.826
O 0.116 3.162 1.015
C -1.553 -1.130 -1.126
O -2.139 -1.404 -2.107
C 0.755 -1.797 1.458
O 1.328 -2.644 2.021
C 0.083 0.740 -1.541
O 0.439 1.169 -2.569
H 0.665 -1.140 -0.659
C -2.982 -0.785 4.002
N -3.736 0.113 3.114
C -3.217 0.415 1.927
N -3.816 1.216 1.009
O -2.033 -0.015 1.648
H -2.707 -1.705 3.476
H -3.612 -1.016 4.861
H -2.065 -0.286 4.333
H -4.705 0.364 3.321
H -3.330 1.339 0.127
H -4.763 1.562 1.102

Record 4
DFT (wB97M-V/def2-TZVPD) results for C13H20ClN4O5ReSSe4 as an isolated structure.

Values from the calculation:
E_HOMO (spin up / spin down) in eV: -9.905 / -10.078
Expectation value of S²: 3.78
Spin multiplicity: 4
LUMO level (spin up / spin down) in eV: -2.2928 / -3.7511
Electronic energy in eV: -316876.32497
Net charge: +1
Relative energy (zero: lowest compared OMol25 entry of this formula, charge and spin) in kcal per mole: 0.0
Largest force on an atom in eV Å⁻¹: 0.3

CARTESIAN COORDINATES (ANGSTROEM)
Re -1.329 0.422 1.045
Se 0.229 0.974 2.894
Se -0.331 3.160 3.538
Se -2.624 2.962 3.295
Se -2.621 2.522 0.994
N -2.631 0.957 -2.127
C -3.176 -0.026 -1.409
N -4.347 -0.551 -1.788
O -2.609 -0.498 -0.382
H -3.103 1.380 -2.906
H -1.703 1.265 -1.865
H -4.840 -0.242 -2.606
H -4.776 -1.228 -1.182
Cl 3.242 2.183 -6.097
C 2.492 2.100 -4.542
C 2.766 3.080 -3.598
C 2.166 3.006 -2.354
C 1.293 1.964 -2.053
C 1.028 0.989 -3.013
C 1.628 1.053 -4.260
C 0.685 1.926 -0.688
O 0.995 2.685 0.191
O -0.223 0.943 -0.550
H 3.442 3.888 -3.842
H 2.363 3.754 -1.598
H 0.357 0.172 -2.783
H 1.433 0.300 -5.012
N -1.576 -1.997 3.576
C -2.604 -1.166 3.392
N -3.642 -1.200 4.240
O -2.659 -0.356 2.430
H -1.522 -2.602 4.375
H -0.824 -1.992 2.903
H -3.613 -1.731 5.092
H -4.310 -0.451 4.168
O -0.191 -1.405 1.020
S 0.860 -1.702 -0.089
C 2.308 -0.685 0.322
C 3.287 -1.534 1.144
C 2.510 -2.722 1.707
C 1.623 -3.194 0.562
H 1.901 0.161 0.881
H 2.718 -0.312 -0.617
H 3.734 -0.931 1.932
H 4.094 -1.892 0.503
H 1.896 -2.410 2.554
H 3.167 -3.521 2.047
H 0.826 -3.889 0.818
H 2.210 -3.613 -0.260

Please write out number 2 again, unchanged.
DFT (wB97M-V/def2-TZVPD) results for a 2-piece molecular cluster, C2H8N2O2 overall.

Values from the calculation:
E_HOMO (spin up / spin down) in eV: -16.098 / -15.570
Expectation value of S²: 0.77
Spin multiplicity: 2
LUMO level (spin up / spin down) in eV: -4.0615 / -9.2253
Electronic energy in eV: -9269.05277
Net charge: +1
Relative energy (zero: lowest compared OMol25 entry of this formula, charge and spin) in kcal per mole: 35.9
Largest force on an atom in eV Å⁻¹: 2.8

CARTESIAN COORDINATES (ANGSTROEM)
O 2.523 -0.280 0.192
C 1.435 -0.832 0.197
N 0.430 -0.144 -0.456
C 0.480 1.256 -0.740
N -0.463 2.004 0.143
H 1.244 -1.721 0.812
H -0.405 -0.584 -0.887
H 1.514 1.551 -0.509
H 0.379 1.451 -1.816
H -1.076 1.320 0.613
H -0.010 2.303 1.017
H -2.338 -1.630 1.050
H -1.639 -2.775 0.207
O -2.074 -1.919 0.176

Which of these has the lowest largest force on an atom?
C13H20ClN4O5ReSSe4